Entry from OMol25: C4H10FNO3PS as an isolated structure in a non-equilibrium geometry (the ωB97M-V functional and the def2-TZVPD basis).

Results
Orbital gap ... 11.516 eV
HOMO energy ... -0.5513 Ha
M ... 202.2 u
LUMO ... -3.5 eV
Strongest force on any atom ... 5.1 eV Å⁻¹
Electronic energy ... -34774.7150 eV
ΔE to the lowest compared entry with this formula, charge and spin ... 0.0 kcal per mole
Total charge ... +1

Structure (XYZ):
```
21
Properties=species:S:1:pos:R:3:nbo_charge:R:1
C 1.21 -0.49 -0.13 0.54
C -0.42 0.57 -2.25 -0.94
C -1.30 -1.80 -0.58 -0.89
C -1.37 1.23 0.46 -0.97
N 0.97 -0.64 1.91 -1.11
O 1.61 -1.50 -0.62 -0.51
O 2.05 0.50 0.18 -0.67
O 3.32 0.55 2.39 -0.78
F 1.43 1.92 2.03 -0.46
P -0.62 -0.11 -0.56 1.40
S 2.05 0.46 1.76 2.43
H 0.30 -0.04 -2.71 0.27
H 0.09 1.52 -2.22 0.28
H -1.43 0.56 -2.78 0.28
H -1.38 -2.08 -1.57 0.27
H -2.18 -1.72 -0.09 0.25
H -0.52 -2.45 -0.01 0.31
H -1.00 2.33 0.42 0.31
H -1.39 1.08 1.53 0.28
H -2.37 1.19 0.03 0.26
H 0.97 -1.09 2.81 0.44
```